Here is a molecular structure, C27H25IN4OW in a non-equilibrium geometry from the OMol25 dataset. Energies are from ωB97M-V with the def2-TZVPD basis set.

- Spin multiplicity: 3
- Orbital gap (spin up / spin down): 6.35 / 6.18 eV
- Net charge: +2
- <S²>: 2.0406
- Energy relative to the best compared isomer or geometry (same formula, charge and spin): 6.9 kcal/mol

Structure (XYZ):
```
59
Properties=species:S:1:pos:R:3:forces:R:3
W -0.111737 1.061957 -1.337033 -0.817 1.593 -0.149
C -1.371779 5.573341 -1.831229 -0.070 0.035 0.213
C -0.550116 4.719877 -2.528472 0.097 -0.062 -0.088
C 0.135477 3.723323 -1.828235 0.142 0.125 -0.421
C -0.053517 3.564908 -0.458684 0.225 -0.109 0.183
C -0.888222 4.418211 0.250876 -0.077 0.025 0.033
C -1.521279 5.430353 -0.442069 -0.058 0.119 -0.124
N 0.445450 2.326992 0.023806 -0.009 -0.139 -0.204
C 1.582137 2.048558 0.810524 -0.280 0.268 -0.039
C 1.971441 2.695835 1.970747 0.030 0.094 0.005
C 3.131908 2.269795 2.599138 0.046 -0.026 0.018
C 3.900712 1.218404 2.089221 -0.037 0.054 0.024
C 3.524016 0.579071 0.923673 0.081 -0.046 0.111
C 2.357159 1.006381 0.306211 0.062 -0.269 -0.538
N 1.853897 0.526089 -0.938747 0.434 0.076 0.766
N 2.557134 -0.226353 -1.660582 -0.138 -0.186 -0.651
C 1.885843 -0.505918 -2.866295 0.488 -0.138 0.346
C 2.495362 -1.292467 -3.814676 0.135 -0.169 -0.199
C 1.816664 -1.542264 -5.001281 0.195 -0.070 0.062
C 0.559568 -0.993544 -5.192926 -0.190 0.124 0.026
C 0.007071 -0.202824 -4.201480 0.131 -0.125 -0.263
N 0.660916 0.032591 -3.050376 -0.159 0.395 0.249
H -1.891890 6.367270 -2.350075 -0.007 -0.013 0.041
H -0.402903 4.838504 -3.593849 -0.006 -0.006 0.026
H 0.945922 3.176609 -2.322743 0.050 -0.054 -0.013
H -1.057754 4.272060 1.309779 0.003 0.001 -0.022
H -2.165090 6.116171 0.093724 0.007 -0.013 -0.018
H 1.392324 3.519391 2.367601 0.010 -0.021 -0.008
H 3.449187 2.767847 3.506307 0.005 -0.024 -0.020
H 4.801216 0.915209 2.605581 -0.020 0.001 -0.020
H 4.112936 -0.222049 0.497441 -0.022 0.019 -0.001
H 3.481859 -1.684960 -3.609817 -0.023 -0.009 -0.041
H 2.271840 -2.156381 -5.767474 -0.017 0.012 0.017
H -0.000425 -1.166457 -6.100965 0.018 0.001 0.003
H -0.965244 0.255032 -4.296921 -0.044 -0.016 -0.052
C -2.025885 -5.689308 3.238178 0.017 0.097 -0.014
C -1.800171 -4.336582 2.641540 -0.022 -0.154 0.046
C -1.138981 -4.201835 1.413663 -0.009 -0.076 0.033
C -0.909151 -2.976891 0.841532 -0.023 0.032 0.076
C -0.193474 -2.919485 -0.475641 0.000 0.027 -0.006
C -1.371961 -1.812780 1.542216 -0.212 -0.238 0.299
C -1.249935 -0.527718 1.050286 0.109 0.551 -0.248
O -0.711098 -0.203893 -0.064806 -0.232 -1.604 0.739
C -2.041375 -1.937353 2.815767 0.041 0.019 -0.079
C -2.541401 -0.751214 3.602977 0.038 -0.034 -0.091
C -2.237111 -3.195782 3.324541 0.026 -0.042 -0.006
H -1.806982 -6.490785 2.537216 0.004 0.015 -0.010
H -3.054480 -5.787940 3.586813 0.008 0.003 0.000
H -1.380795 -5.810778 4.112720 -0.010 -0.003 -0.008
H -0.803514 -5.095458 0.901971 -0.009 0.005 0.016
H 0.082172 -3.923906 -0.788662 0.004 0.008 0.001
H 0.715338 -2.318321 -0.409313 0.016 0.006 0.025
H -0.825948 -2.481337 -1.248425 -0.041 0.025 -0.031
H -1.634433 0.310947 1.626690 -0.023 0.001 0.046
H -1.752894 -0.022371 3.796519 -0.004 -0.014 -0.006
H -2.920763 -1.081510 4.566437 0.005 -0.022 -0.010
H -3.361300 -0.243808 3.089864 0.031 -0.007 -0.020
H -2.740309 -3.313941 4.276712 0.009 -0.006 -0.026
I -2.655630 1.381489 -2.139493 0.092 -0.036 0.025
```
Positions in Å, forces in eV/Å.